Record 1
Density functional theory data (ωB97M-V with the def2-TZVPD basis set) for a cluster of 2 separate species, C27H52N2O7P3Si in total.

Output
HOMO-LUMO gap   1.90 eV
Molar mass   637.73 g mol⁻¹
HOMO energy   -0.3713 hartree

Structure (ORCA input):
```
! wB97M-V def2-TZVPD RIJCOSX def2/J DEFGRID3
* xyz 1 1
C -4.053 4.262 -5.727
Si -5.213 3.196 -4.601
C -6.752 2.743 -5.646
C -5.626 4.312 -3.064
C -6.940 3.831 -2.264
C -6.784 3.803 -0.666
C -5.420 3.140 -0.137
C -5.545 2.349 1.265
C -5.047 0.806 1.125
C -3.585 0.557 1.816
C -2.537 0.021 0.727
P -0.732 0.002 1.283
C 0.616 0.621 0.046
O 1.899 0.491 0.713
O 2.919 0.527 -0.188
O -0.775 1.640 1.911
C -0.608 1.687 3.304
N -0.201 1.837 4.437
P -0.397 -2.026 0.395
P -1.358 -3.559 1.600
O -2.834 -3.281 1.915
O -1.311 -5.038 0.693
O -0.444 -3.880 3.028
C -4.266 1.595 -4.136
C -4.760 0.625 -3.008
C -3.939 -0.639 -2.630
C -2.608 -1.021 -3.334
C -2.107 -0.102 -4.497
C -2.932 1.172 -4.867
H -4.754 4.961 -6.333
H -3.348 4.929 -5.120
H -3.509 3.603 -6.487
H -7.299 1.880 -5.099
H -6.362 2.383 -6.677
H -7.421 3.668 -5.759
H -4.697 4.459 -2.399
H -5.866 5.366 -3.489
H -7.256 2.789 -2.616
H -7.826 4.537 -2.510
H -6.918 4.833 -0.184
H -7.655 3.152 -0.264
H -5.075 2.381 -0.920
H -4.595 3.944 -0.072
H -6.622 2.394 1.688
H -4.908 2.946 2.029
H -4.996 0.471 0.026
H -5.865 0.164 1.618
H -3.308 1.546 2.315
H -3.776 -0.195 2.669
H -2.844 -1.073 0.493
H -2.604 0.582 -0.270
H -0.242 -0.468 2.554
H 0.590 -0.117 -0.828
H 0.343 1.699 -0.241
H 3.693 0.083 0.255
H 1.041 -2.258 0.396
H -0.349 -5.293 0.713
H 0.500 -3.796 2.725
H -5.735 0.929 -2.471
H -4.330 -1.310 -1.793
H -2.014 -1.945 -3.013
H -1.133 -0.360 -5.045
H -2.538 1.826 -5.712
C 7.685 -0.709 3.733
C 6.499 -1.409 3.009
C 6.069 -2.688 3.776
C 6.992 -3.883 3.579
C 7.243 -4.141 2.100
C 7.766 -2.888 1.360
N 6.895 -1.690 1.589
O 5.783 -1.860 0.868
C 9.219 -2.599 1.814
C 7.920 -3.221 -0.149
C 5.337 -0.395 3.129
H 8.358 -0.218 3.025
H 7.345 0.080 4.409
H 8.270 -1.400 4.342
H 5.063 -2.986 3.456
H 5.995 -2.470 4.847
H 7.937 -3.728 4.108
H 6.536 -4.772 4.028
H 7.959 -4.963 1.996
H 6.309 -4.493 1.640
H 9.605 -1.688 1.346
H 9.882 -3.419 1.525
H 9.333 -2.500 2.891
H 6.986 -3.559 -0.606
H 8.644 -4.027 -0.295
H 8.280 -2.352 -0.706
H 5.557 0.533 2.589
H 5.156 -0.135 4.175
H 4.395 -0.801 2.751
*
```


Record 2
Density functional theory data (ωB97M-V with the def2-TZVPD basis set) for an isolated molecule of C3H4N2O.

Output
HOMO-LUMO gap   8.34 eV
Molar mass   84.08 g mol⁻¹
HOMO energy   -0.2991 hartree

Structure (ORCA input):
```
! wB97M-V def2-TZVPD RIJCOSX def2/J DEFGRID3
* xyz 0 1
O 1.989 -0.795 -0.303
C 0.779 -0.742 0.140
C 0.004 -0.444 1.194
N -0.816 0.609 0.937
C -1.093 0.826 -0.349
N -0.396 0.349 -1.339
H 2.658 -0.512 0.345
H -0.202 -1.047 2.095
H -2.018 1.384 -0.490
H -0.933 0.381 -2.223
*
```


Record 3
Density functional theory data (ωB97M-V with the def2-TZVPD basis set) for an isolated molecule of C17H21NO5S.

Output
HOMO-LUMO gap   9.01 eV
Molar mass   351.42 g mol⁻¹
Structure (SMILES)   COC(=O)c1c(C)oc(C)c1S(=O)(=O)Nc1ccc(C(C)C)cc1
HOMO energy   -0.3083 hartree

Structure (ORCA input):
```
! wB97M-V def2-TZVPD RIJCOSX def2/J DEFGRID3
* xyz 0 1
C -1.195 2.560 0.730
H -2.194 2.840 1.073
H -1.229 2.133 -0.269
H -0.552 3.441 0.747
O -0.654 1.548 1.570
C -0.371 1.905 2.828
O -0.670 2.971 3.307
C 0.308 0.822 3.549
C 0.318 0.624 4.908
O 1.040 -0.475 5.198
C 1.528 -0.990 4.047
C 1.100 -0.236 2.991
S 1.591 -0.399 1.295
O 2.584 -1.427 1.207
O 1.933 0.885 0.764
N 0.168 -0.989 0.604
C 0.018 -0.848 -0.782
C 1.115 -1.005 -1.619
C 0.959 -0.886 -2.987
C -0.280 -0.620 -3.557
C -1.371 -0.474 -2.708
C -1.228 -0.579 -1.338
H -2.087 -0.459 -0.691
H -2.350 -0.267 -3.116
C -0.429 -0.494 -5.053
C -1.369 -1.570 -5.600
H -1.012 -2.560 -5.322
H -1.418 -1.511 -6.686
H -2.373 -1.445 -5.204
C -0.923 0.903 -5.437
H -0.253 1.663 -5.039
H -1.919 1.084 -5.042
H -0.959 1.006 -6.519
H 0.558 -0.641 -5.505
H 1.822 -1.004 -3.626
H 2.079 -1.211 -1.185
H -0.640 -0.667 1.116
C 2.371 -2.204 4.109
H 3.173 -2.065 4.832
H 2.786 -2.392 3.124
H 1.777 -3.061 4.426
C -0.321 1.382 6.008
H -1.076 0.774 6.504
H -0.779 2.279 5.601
H 0.426 1.661 6.749
*
```


Record 4
Density functional theory data (ωB97M-V with the def2-TZVPD basis set) for the ion C22H28N5O with charge +1.

Output
HOMO-LUMO gap   9.62 eV
Molar mass   378.50 g mol⁻¹
Structure (SMILES)   CCC(C)(C)n1nnnc1[C@@H](c1ccc(O)cc1)[N@H+]1CCc2ccccc2C1
HOMO energy   -0.4378 hartree

Structure (ORCA input):
```
! wB97M-V def2-TZVPD RIJCOSX def2/J DEFGRID3
* xyz 1 1
C -4.382 -2.643 0.195
H -3.965 -2.989 1.136
H -5.431 -2.403 0.337
C -3.609 -1.449 -0.349
H -4.048 -1.145 -1.301
H -2.575 -1.755 -0.531
C -3.597 -0.221 0.582
N -2.906 0.847 -0.149
C -1.640 1.319 -0.182
N -1.609 2.335 -1.029
N -2.834 2.459 -1.515
N -3.599 1.596 -1.014
C -0.391 0.952 0.551
C 0.101 -0.450 0.297
C 0.858 -1.105 1.267
C 1.345 -2.371 1.043
C 1.078 -3.027 -0.161
C 0.306 -2.383 -1.127
C -0.168 -1.106 -0.900
H -0.757 -0.624 -1.668
H 0.081 -2.882 -2.059
O 1.580 -4.257 -0.331
H 1.325 -4.636 -1.183
H 1.934 -2.882 1.787
H 1.061 -0.626 2.213
H -0.561 1.085 1.625
N 0.632 2.004 0.140
H 0.022 2.760 -0.231
C 1.460 1.619 -1.050
C 2.682 0.851 -0.653
C 3.081 -0.330 -1.256
C 4.242 -0.953 -0.831
C 5.000 -0.398 0.187
C 4.610 0.791 0.782
C 3.455 1.423 0.355
C 2.919 2.700 0.932
C 1.451 2.480 1.294
H 1.005 3.395 1.686
H 1.423 1.714 2.071
H 3.462 2.983 1.834
H 3.021 3.516 0.212
H 5.206 1.229 1.567
H 5.902 -0.889 0.515
H 4.558 -1.872 -1.297
H 2.494 -0.753 -2.056
H 1.760 2.553 -1.536
H 0.836 1.065 -1.748
C -2.877 -0.503 1.897
H -3.491 -1.167 2.497
H -2.740 0.416 2.464
H -1.916 -0.986 1.737
C -5.011 0.292 0.858
H -5.551 -0.425 1.466
H -4.973 1.236 1.397
H -5.550 0.450 -0.071
H -4.321 -3.460 -0.520
*
```


Question: Which value of HOMO-LUMO gap does entry 3 give?
Answer: 9.01 eV


Question: The lowest HOMO energy belongs to which entry?
Answer: C22H28N5O


Question: The lowest HOMO energy belongs to which entry?
Answer: C22H28N5O